No. 1
C27H26BO3PPdS4 as an isolated structure in a non-equilibrium geometry. Source: the OMol25 dataset; level of theory: ωB97M-V with the def2-TZVPD basis set.

ΔE to the lowest compared entry with this formula, charge and spin ... 17.6 kcal/mol
Total energy ... -91351.9162 eV
LUMO (spin up / spin down) ... 4.41 / 3.90 eV
Molar mass ... 675.0 g/mol
Net charge ... -2
Gap between HOMO and LUMO (spin up / spin down) ... 2.384 / 5.314 eV
2S+1 ... 3

Atoms and positions in Å:
Pd (-0.927, 1.350, -0.322)
C (6.698, 1.528, 0.375)
C (5.997, 2.560, 0.993)
C (4.611, 2.591, 0.957)
C (3.856, 1.580, 0.312)
C (4.587, 0.566, -0.335)
C (5.972, 0.533, -0.293)
P (2.051, 1.900, 0.087)
C (1.568, 0.727, -1.196)
C (1.198, 1.236, -2.471)
C (0.939, 0.396, -3.532)
C (1.043, -1.013, -3.374)
C (1.417, -1.529, -2.130)
C (1.678, -0.698, -1.054)
C (1.250, 1.158, 1.580)
C (1.897, 1.041, 2.812)
C (1.179, 0.724, 3.959)
C (-0.197, 0.549, 3.877)
C (-0.847, 0.669, 2.651)
C (-0.145, 0.962, 1.481)
H (7.782, 1.497, 0.404)
H (6.544, 3.351, 1.497)
H (4.074, 3.399, 1.446)
H (4.052, -0.205, -0.872)
H (6.501, -0.275, -0.787)
H (1.128, 2.309, -2.600)
H (0.642, 0.815, -4.489)
H (0.827, -1.679, -4.203)
H (1.505, -2.604, -2.003)
H (1.948, -1.116, -0.090)
H (2.973, 1.194, 2.863)
H (1.687, 0.628, 4.915)
H (-0.767, 0.317, 4.773)
H (-1.922, 0.543, 2.612)
O (-5.404, 6.382, -0.991)
C (-4.578, 5.512, -0.898)
S (-3.317, 5.459, 0.341)
C (-2.413, 4.085, -0.311)
C (-3.012, 3.404, -1.352)
S (-2.347, 2.078, -2.179)
S (-4.572, 4.042, -1.888)
S (-0.869, 3.757, 0.310)
C (-0.888, -3.769, -0.211)
C (-1.863, -2.767, 0.401)
C (-2.331, -3.289, 1.757)
O (-1.148, -1.554, 0.617)
B (-1.573, -0.559, -0.266)
O (-2.605, -1.072, -1.058)
C (-3.023, -2.339, -0.569)
C (-3.251, -3.282, -1.742)
C (-4.360, -2.126, 0.145)
H (-0.042, -3.877, 0.471)
H (-0.510, -3.394, -1.161)
H (-1.353, -4.749, -0.358)
H (-1.455, -3.574, 2.341)
H (-2.983, -4.160, 1.639)
H (-2.857, -2.507, 2.304)
H (-2.341, -3.438, -2.320)
H (-4.001, -2.844, -2.405)
H (-3.619, -4.248, -1.382)
H (-4.252, -1.399, 0.952)
H (-4.760, -3.060, 0.545)
H (-5.070, -1.716, -0.578)

---

No. 2
C27H26Br2IrN2O5S as an isolated structure in a non-equilibrium geometry. Source: the OMol25 dataset; level of theory: ωB97M-V with the def2-TZVPD basis set.

ΔE to the lowest compared entry with this formula, charge and spin ... 0.0 kcal/mol
Total energy ... -195389.0878 eV
LUMO ... -4.10 eV
Molar mass ... 842.6 g/mol
Net charge ... +1
Gap between HOMO and LUMO ... 6.601 eV

Atoms and positions in Å:
Ir (0.565, 0.493, -0.989)
O (2.667, -2.381, -0.131)
C (2.658, -2.599, 1.206)
C (3.333, -3.715, 1.687)
C (3.396, -3.952, 3.048)
C (2.795, -3.079, 3.949)
C (2.106, -1.982, 3.464)
C (2.004, -1.743, 2.097)
C (1.173, -0.584, 1.613)
O (1.749, 0.178, 0.572)
N (-0.124, -1.072, 1.167)
N (-0.788, -0.313, 0.268)
C (-2.000, -0.583, -0.068)
C (-2.745, 0.124, -1.078)
Br (-1.740, 1.293, -2.202)
C (-4.054, -0.009, -1.324)
C (-5.013, -0.758, -0.507)
C (-6.050, -1.436, -1.150)
C (-6.970, -2.165, -0.417)
C (-6.891, -2.192, 0.969)
C (-5.892, -1.483, 1.622)
C (-4.955, -0.773, 0.890)
H (2.424, -1.456, -0.279)
H (3.819, -4.366, 0.973)
H (3.934, -4.816, 3.413)
H (2.864, -3.253, 5.014)
H (1.624, -1.299, 4.156)
H (1.016, 0.084, 2.475)
H (-0.468, -1.989, 1.404)
H (-2.513, -1.400, 0.430)
H (-4.452, 0.468, -2.213)
H (-6.118, -1.408, -2.231)
H (-7.758, -2.705, -0.925)
H (-7.621, -2.749, 1.541)
H (-5.858, -1.465, 2.703)
H (-4.203, -0.186, 1.403)
Br (5.267, 1.843, -5.784)
C (4.031, 0.746, -4.877)
C (3.791, -0.544, -5.331)
C (2.880, -1.348, -4.665)
C (2.197, -0.871, -3.553)
C (2.477, 0.414, -3.130)
C (3.380, 1.246, -3.760)
C (1.172, -1.761, -2.890)
O (1.047, -2.910, -3.213)
O (0.357, -1.181, -2.018)
H (4.314, -0.916, -6.200)
H (2.680, -2.358, -4.994)
H (1.995, 0.820, -2.224)
H (3.584, 2.244, -3.400)
O (0.743, 2.449, -0.269)
S (0.241, 2.740, 1.165)
C (-0.597, 4.353, 1.044)
C (0.335, 5.404, 1.646)
C (1.151, 4.684, 2.719)
C (1.667, 3.421, 2.044)
H (-1.536, 4.261, 1.589)
H (-0.812, 4.490, -0.015)
H (-0.230, 6.242, 2.051)
H (1.003, 5.790, 0.875)
H (0.516, 4.425, 3.570)
H (1.974, 5.291, 3.093)
H (2.060, 2.661, 2.716)
H (2.401, 3.634, 1.266)

---

No. 3
C27H26Br4IrN4O3S2 as an isolated structure in a non-equilibrium geometry. Source: the OMol25 dataset; level of theory: ωB97M-V with the def2-TZVPD basis set.

ΔE to the lowest compared entry with this formula, charge and spin ... 39.5 kcal/mol
Total energy ... -345193.3313 eV
LUMO (spin up / spin down) ... 0.02 / -2.78 eV
Molar mass ... 1030.5 g/mol
Net charge ... 0
Gap between HOMO and LUMO (spin up / spin down) ... 3.322 / 4.226 eV
2S+1 ... 6

Atoms and positions in Å:
Ir (-0.111, -0.712, -0.335)
C (-0.360, 2.220, -0.191)
N (-0.825, 1.139, -1.129)
C (-2.380, 1.112, -1.205)
C (-3.294, 1.744, -0.094)
N (-3.700, 0.942, 1.033)
C (-5.036, 0.336, 0.853)
C (-3.235, 1.173, 2.348)
C (-4.080, 1.881, 3.257)
C (-3.590, 2.385, 4.451)
C (-2.271, 2.193, 4.846)
C (-1.443, 1.471, 3.976)
C (-1.892, 0.816, 2.787)
S (-0.813, -0.493, 2.216)
C (-0.265, 1.404, -2.473)
C (-0.093, 2.703, -2.961)
C (0.797, 2.911, -4.006)
C (1.299, 1.864, -4.776)
C (0.860, 0.575, -4.513)
C (0.159, 0.332, -3.294)
S (0.086, -1.288, -2.599)
H (-0.727, 3.240, -0.521)
H (0.760, 2.223, -0.189)
H (-0.752, 1.981, 0.839)
H (-2.681, 0.059, -1.310)
H (-2.682, 1.682, -2.141)
H (-4.192, 2.062, -0.636)
H (-2.898, 2.661, 0.309)
H (-5.767, 1.098, 0.594)
H (-5.324, -0.163, 1.792)
H (-4.974, -0.436, 0.070)
H (-5.089, 2.164, 2.931)
H (-4.277, 2.900, 5.123)
H (-1.923, 2.535, 5.815)
H (-0.412, 1.384, 4.266)
H (-0.564, 3.564, -2.521)
H (1.150, 3.942, -4.237)
H (1.972, 2.114, -5.585)
H (1.142, -0.269, -5.173)
Br (-0.804, -7.371, 0.740)
C (-1.155, -5.576, 0.222)
C (-2.301, -5.155, -0.555)
Br (-3.416, -6.452, -1.405)
C (-2.517, -3.790, -0.771)
Br (-3.956, -3.084, -1.784)
C (-1.618, -2.854, -0.286)
O (-1.874, -1.592, -0.414)
C (-0.406, -3.284, 0.333)
O (0.556, -2.409, 0.508)
C (-0.226, -4.653, 0.645)
Br (1.426, -4.882, 1.578)
N (1.714, -0.187, -0.007)
C (2.880, -0.356, 0.081)
N (4.201, -0.442, 0.155)
C (5.019, -0.226, -1.085)
C (6.309, 0.424, -0.692)
O (7.083, -0.431, 0.269)
C (6.322, -0.660, 1.482)
C (4.918, -1.145, 1.246)
H (4.430, 0.339, -1.811)
H (5.236, -1.217, -1.525)
H (6.158, 1.432, -0.231)
H (6.980, 0.600, -1.561)
H (6.306, 0.248, 2.095)
H (6.931, -1.392, 2.045)
H (4.250, -1.097, 2.085)
H (4.980, -2.237, 1.026)